A structure of composition C21H34AgCl2N2OSTa at a distorted geometry, computed with ωB97M-V/def2-TZVPD.

Structure (XYZ):
```
63
Properties=species:S:1:pos:R:3
C 3.408 0.680 0.192
H 0.776 4.464 -4.132
O -0.337 -6.237 -4.905
S 0.462 -5.181 -2.496
C -0.681 -5.703 -3.726
H 3.595 0.867 1.261
C -3.631 3.705 3.834
C -2.278 3.492 3.983
H 0.934 0.255 1.941
H -1.637 -6.960 -6.438
H -0.666 -3.695 0.652
C -4.443 2.708 3.358
H -4.522 0.651 2.658
H 0.631 4.471 -1.657
H 2.823 -1.018 2.038
C -2.563 1.264 3.143
C 0.400 3.538 -3.690
C 2.137 -2.828 1.000
H 0.229 2.639 4.456
H -0.428 3.096 -4.332
N -2.510 -6.137 -4.716
H -5.516 2.856 3.265
Cl -1.661 4.883 -2.337
C 1.038 -2.560 -0.024
Ag -2.119 3.366 -4.102
H -0.064 0.959 4.025
H 1.916 3.164 0.130
H 4.062 -2.167 1.639
C -0.423 2.500 -1.528
C 3.624 -0.873 -0.020
H 3.222 -1.246 -0.966
H 1.467 2.524 2.519
H -0.788 1.811 -2.306
H 0.899 -0.064 -1.362
C 3.165 -1.681 1.233
N -1.949 -5.601 -3.565
H -0.657 0.627 1.298
H 1.417 -2.413 -1.042
H 0.728 -4.678 0.206
H -1.513 -4.324 -1.447
C -1.562 -6.500 -5.466
H 0.399 -1.706 0.224
C -0.482 -3.970 -1.522
C -0.068 3.861 -2.226
H -2.126 0.306 2.867
C 0.417 2.272 2.313
H 4.230 1.193 -0.338
H -0.436 -2.995 -2.017
C -1.746 2.271 3.617
C 0.111 -3.830 -0.108
H 1.189 2.783 -3.642
C 0.348 1.042 1.436
C -0.261 1.993 3.721
Ta 1.459 1.492 -0.550
H -4.020 4.674 4.138
H -1.615 4.267 4.361
H 1.623 -2.977 1.964
C -3.920 1.481 3.014
H -0.032 3.162 1.866
Cl -1.739 2.749 -0.322
H 2.671 -3.766 0.814
H 2.301 2.043 -2.098
H 4.712 -0.997 -0.085
```

Computed properties:
Spin multiplicity: 2
HOMO level (spin up / spin down) (eV): -10.65 / -10.65
LUMO level (spin up / spin down) (Ha): -0.17722 / -0.24145
Expectation value of S²: 0.762
Net charge: +1